Record 1
Entry from the OMol25 dataset: a cluster of 2 separate species, C5H15N2O in total (ωB97M-V with the def2-TZVPD basis set).

```
23
Properties=species:S:1:pos:R:3
O -1.211 3.272 1.190
N -2.041 -0.516 1.787
N 0.041 1.028 0.563
C 1.650 -0.624 -1.448
C 2.375 -1.843 -0.910
C -1.430 -0.923 0.607
C 0.104 -0.558 -1.328
C -0.494 -0.213 -0.013
H -0.260 -1.532 -1.672
H -0.220 1.765 -0.099
H 1.965 -2.084 0.091
H 2.071 0.294 -1.011
H 2.066 -2.701 -1.500
H -1.743 -1.896 0.261
H -2.724 -1.177 2.100
H -0.404 1.346 1.418
H -1.563 3.322 2.091
H -1.934 3.649 0.664
H -0.194 0.043 -2.194
H -2.318 0.443 1.899
H 1.058 1.125 0.580
H 1.812 -0.529 -2.518
H 3.392 -1.693 -0.560
```

For the HOMO energy, the calculation gives -12.68 eV. The multiplicity is 1. As for the net charge: +1. The value obtained for the energy above the lowest of the compared OMol25 structures with the same formula, charge and spin is 37.49 kcal/mol. The calculation puts the calculated total energy at -383.99128 Eh.

Partial charges, natural (NBO), in e: -0.981, -0.816, -0.678, -0.384, -0.631, 0.052, -0.455, 0.008, 0.244, 0.446, 0.199, 0.163, 0.227, 0.234, 0.407, 0.456, 0.492, 0.499, 0.228, 0.381, 0.445, 0.223, 0.242


Record 2
Entry from the OMol25 dataset: a cluster of 2 separate species, C5H15N2O in total (ωB97M-V with the def2-TZVPD basis set).

```
23
Properties=species:S:1:pos:R:3
O -2.116 -1.285 2.383
N 1.609 1.561 -4.077
N 0.806 0.678 0.232
C 0.191 -0.900 1.964
C -0.313 1.002 -1.846
C 0.970 0.944 -1.222
C -0.825 -1.844 2.564
C -0.265 -0.254 0.648
H 1.422 1.942 -1.197
H 0.328 -0.021 2.606
H -0.731 -2.850 2.132
H -0.698 0.136 -2.370
H -1.227 0.234 0.847
H 0.721 1.614 -3.577
H -2.791 -1.949 2.571
H 1.719 0.565 -4.265
H -0.613 -1.973 3.625
H 1.740 0.307 -1.642
H -0.469 -0.975 -0.149
H 0.719 1.577 0.710
H 1.435 1.907 -5.017
H -1.016 1.707 -1.390
H 1.178 -1.346 1.814
```

For the HOMO energy, the calculation gives -13.50 eV. The multiplicity is 1. As for the net charge: +1. The value obtained for the energy above the lowest of the compared OMol25 structures with the same formula, charge and spin is 120.71 kcal/mol. The calculation puts the calculated total energy at -383.85866 Eh.

Partial charges, natural (NBO), in e: -0.736, -1.005, -0.410, -0.422, 0.125, -0.399, -0.064, -0.251, 0.300, 0.209, 0.172, 0.227, 0.223, 0.308, 0.490, 0.361, 0.187, 0.256, 0.195, 0.392, 0.385, 0.226, 0.230


Record 3
Entry from the OMol25 dataset: a cluster of 2 separate species, C5H15N2O in total (ωB97M-V with the def2-TZVPD basis set).

```
23
Properties=species:S:1:pos:R:3
O -2.056 0.038 3.183
N -0.072 2.479 -0.528
N 0.057 -1.884 -0.679
C -0.304 1.067 -0.812
C -1.279 0.566 0.271
C 1.277 -1.047 -0.480
C 1.100 0.412 -0.759
C 2.402 -1.622 -0.111
H -0.727 0.948 -1.820
H -0.653 -1.403 -1.233
H 0.329 -2.740 -1.168
H -0.767 0.033 1.067
H 1.634 0.730 -1.656
H -0.944 2.996 -0.513
H -2.095 -0.042 -0.125
H 2.579 -2.691 -0.143
H -1.410 0.615 2.779
H 0.538 2.973 -1.168
H 3.223 -1.009 0.232
H -1.731 1.422 0.749
H -0.365 -2.110 0.222
H 1.560 0.973 0.062
H -2.296 -0.706 2.633
```

For the HOMO energy, the calculation gives -13.17 eV. The multiplicity is 1. As for the net charge: +1. The value obtained for the energy above the lowest of the compared OMol25 structures with the same formula, charge and spin is 57.09 kcal/mol. The calculation puts the calculated total energy at -383.96005 Eh.

Partial charges, natural (NBO), in e: -0.927, -0.835, -0.697, -0.057, -0.655, 0.130, -0.495, -0.341, 0.175, 0.451, 0.453, 0.190, 0.250, 0.375, 0.211, 0.225, 0.471, 0.377, 0.253, 0.259, 0.453, 0.271, 0.465


Please write out number 2 again, unchanged.
Entry from the OMol25 dataset: a cluster of 2 separate species, C5H15N2O in total (ωB97M-V with the def2-TZVPD basis set).

```
23
Properties=species:S:1:pos:R:3
O -2.116 -1.285 2.383
N 1.609 1.561 -4.077
N 0.806 0.678 0.232
C 0.191 -0.900 1.964
C -0.313 1.002 -1.846
C 0.970 0.944 -1.222
C -0.825 -1.844 2.564
C -0.265 -0.254 0.648
H 1.422 1.942 -1.197
H 0.328 -0.021 2.606
H -0.731 -2.850 2.132
H -0.698 0.136 -2.370
H -1.227 0.234 0.847
H 0.721 1.614 -3.577
H -2.791 -1.949 2.571
H 1.719 0.565 -4.265
H -0.613 -1.973 3.625
H 1.740 0.307 -1.642
H -0.469 -0.975 -0.149
H 0.719 1.577 0.710
H 1.435 1.907 -5.017
H -1.016 1.707 -1.390
H 1.178 -1.346 1.814
```

For the HOMO energy, the calculation gives -13.50 eV. The multiplicity is 1. As for the net charge: +1. The value obtained for the energy above the lowest of the compared OMol25 structures with the same formula, charge and spin is 120.71 kcal/mol. The calculation puts the calculated total energy at -383.85866 Eh.

Partial charges, natural (NBO), in e: -0.736, -1.005, -0.410, -0.422, 0.125, -0.399, -0.064, -0.251, 0.300, 0.209, 0.172, 0.227, 0.223, 0.308, 0.490, 0.361, 0.187, 0.256, 0.195, 0.392, 0.385, 0.226, 0.230


Q: What is the calculated total energy in the first record?
A: -383.99128 Eh


Q: Among the records above, which one has the highest calculated total energy?
A: number 2


Q: Which value of calculated total energy does entry 3 give?
A: -383.96005 Eh